1.
Entry from OMol25: C34H47HfN3O5S2Si as an isolated structure (ωB97M-V/def2-TZVPD).

```
93
Properties=species:S:1:pos:R:3:forces:R:3
Hf -0.827 0.356 0.288 0.24 0.60 0.08
C -2.853 -2.977 -1.741 0.00 -0.03 -0.04
C -1.886 -2.401 -0.755 0.00 -0.11 -0.01
O -1.726 -1.111 -0.837 0.17 0.46 0.31
C -1.220 -3.175 0.141 0.05 0.00 0.10
C -0.236 -2.710 1.076 -0.14 -0.23 -0.20
C 0.291 -3.715 2.055 0.07 -0.01 -0.01
N 0.183 -1.475 1.117 -0.06 0.02 0.14
N 1.163 -1.253 2.101 0.05 -0.07 0.01
C 1.305 0.011 2.316 0.00 -0.19 -0.05
O 0.604 0.911 1.694 -0.10 -0.09 -0.14
C 2.311 0.479 3.293 0.07 0.01 -0.01
C 2.584 1.838 3.385 -0.02 0.01 0.04
C 3.524 2.301 4.294 -0.03 0.01 0.03
C 4.185 1.407 5.123 0.01 -0.03 0.00
C 3.915 0.046 5.031 0.02 0.01 0.00
C 2.988 -0.419 4.114 -0.02 0.02 0.01
H -2.402 -2.959 -2.736 -0.01 0.02 0.00
H -3.753 -2.363 -1.778 -0.01 -0.01 0.02
H -3.117 -4.003 -1.492 0.00 0.00 -0.02
H -1.447 -4.230 0.157 0.02 0.00 0.01
H -0.150 -4.692 1.873 0.01 0.00 0.00
H 0.055 -3.387 3.068 0.00 0.00 -0.01
H 1.377 -3.775 1.996 0.00 0.01 0.00
H 2.046 2.522 2.743 0.05 -0.02 0.04
H 3.734 3.361 4.362 0.00 -0.01 -0.01
H 4.913 1.768 5.839 0.00 -0.01 0.00
H 4.434 -0.653 5.675 0.00 0.01 0.00
H 2.767 -1.475 4.028 0.01 0.00 0.00
C -3.948 1.391 -0.799 -0.03 0.09 0.06
C -2.947 2.230 -1.522 -0.10 -0.13 -0.04
C -3.411 3.291 -2.332 0.01 -0.01 -0.03
C -2.521 4.050 -3.021 0.03 -0.02 0.00
C -1.149 3.723 -2.980 -0.07 0.10 -0.01
C -0.192 4.445 -3.728 0.01 -0.01 -0.01
C 1.116 4.055 -3.696 -0.01 -0.04 0.02
C 1.501 2.930 -2.946 0.03 0.03 -0.03
C 0.600 2.204 -2.200 0.01 -0.11 -0.03
S 1.118 0.783 -1.333 0.08 -0.03 -0.03
C -0.756 2.628 -2.182 -0.04 -0.01 0.05
N -1.661 1.951 -1.391 0.02 -0.23 -0.27
H -4.949 1.557 -1.194 0.01 0.02 0.00
H -3.941 1.653 0.256 -0.07 -0.02 0.10
H -3.704 0.333 -0.868 0.02 0.00 -0.04
H -4.475 3.481 -2.380 0.01 0.00 0.01
H -2.850 4.884 -3.630 0.01 0.00 0.01
H -0.519 5.289 -4.322 0.01 0.00 0.01
H 1.862 4.597 -4.264 0.00 -0.01 0.01
H 2.535 2.608 -2.950 -0.01 0.01 -0.02
C -5.126 4.096 4.279 -0.02 0.06 0.04
C -4.783 2.758 3.641 0.08 0.00 0.05
C -5.205 1.606 4.546 0.04 -0.04 0.02
C -5.476 2.626 2.294 0.03 0.07 -0.01
O -3.356 2.766 3.498 -0.07 0.05 -0.25
Si -2.093 1.899 2.929 -0.17 -0.15 0.33
S -2.591 0.045 2.119 -0.23 -0.06 -0.03
O -1.009 1.849 4.148 0.16 0.07 -0.10
C -1.142 1.493 5.535 -0.11 -0.06 -0.02
C -1.978 2.540 6.266 -0.02 0.02 0.01
C 0.256 1.475 6.131 0.07 -0.01 -0.09
C -1.764 0.105 5.630 -0.01 -0.02 0.04
O -1.378 2.649 1.622 -0.23 0.02 0.08
C -0.904 4.029 1.567 0.10 0.11 -0.01
C -0.597 4.573 2.959 -0.04 -0.08 0.02
C 0.365 4.030 0.733 0.04 0.04 0.00
C -2.000 4.854 0.908 -0.01 -0.05 -0.04
H -6.200 4.175 4.453 0.01 0.01 0.00
H -4.816 4.913 3.624 -0.01 0.00 0.01
H -4.607 4.205 5.232 -0.01 0.01 -0.01
H -6.290 1.606 4.673 0.01 0.00 -0.01
H -4.746 1.693 5.531 -0.07 -0.03 -0.05
H -4.910 0.654 4.101 0.00 -0.01 0.01
H -6.550 2.782 2.415 0.04 0.00 -0.01
H -5.322 1.630 1.888 0.05 -0.09 -0.08
H -5.096 3.372 1.591 0.01 -0.02 0.00
H -1.520 3.525 6.151 0.00 -0.01 0.00
H -2.016 2.299 7.330 -0.01 0.01 0.01
H -2.993 2.589 5.877 0.14 0.00 0.05
H 0.737 2.444 5.996 0.02 0.01 -0.01
H 0.874 0.712 5.655 0.01 0.03 -0.02
H 0.199 1.261 7.200 0.00 0.00 -0.02
H -2.772 0.095 5.211 0.00 -0.01 0.01
H -1.821 -0.218 6.671 0.01 0.01 0.00
H -1.155 -0.610 5.070 -0.05 0.04 0.02
H 0.157 3.962 3.456 0.00 0.03 -0.01
H -1.490 4.593 3.586 0.00 0.00 0.00
H -0.224 5.593 2.861 -0.01 0.00 -0.01
H 1.093 3.331 1.143 -0.05 0.04 -0.06
H 0.800 5.032 0.720 -0.01 0.00 0.00
H 0.157 3.745 -0.296 0.04 0.04 0.07
H -2.905 4.832 1.517 0.00 0.00 0.00
H -2.228 4.454 -0.082 0.00 0.03 0.02
H -1.679 5.891 0.794 0.00 -0.01 0.01
```
Forces are in eV/Å.

Results
net charge = 0
M = 848.5 g/mol
HOMO energy = -7.558 eV
orbital gap = 7.23 eV

Löwdin atomic charge list, values in e, 6 entries: Hf 1.3569; C -0.0099; C -0.4386; O -0.2538; C -0.0147; C -0.3028

2.
Entry from OMol25: C34H47HgNO2P2 as an isolated structure (ωB97M-V/def2-TZVPD).

```
87
Properties=species:S:1:pos:R:3:forces:R:3
Hg 0.637 -1.316 0.008 0.16 0.33 0.33
C 5.358 1.093 -2.414 -0.01 -0.05 0.11
C 4.524 0.829 -1.166 -0.23 0.03 0.12
C 4.322 2.115 -0.361 0.03 -0.12 0.03
P 2.815 0.063 -1.370 0.32 -0.30 -0.32
C 3.092 -1.205 -2.725 -0.13 0.11 0.13
C 1.779 -1.563 -3.424 0.04 0.05 0.09
C 3.702 -2.451 -2.080 0.02 0.13 -0.03
C 1.818 1.327 -2.194 -0.46 0.06 0.36
C 2.052 1.701 -3.521 -0.01 0.21 0.19
C 1.201 2.537 -4.212 0.02 0.05 -0.39
C 1.497 3.004 -5.615 -0.07 -0.07 0.11
C 0.005 2.901 -3.590 0.04 -0.05 0.13
C -0.274 2.532 -2.297 0.07 -0.10 0.15
C 0.655 1.804 -1.499 0.20 -0.23 0.09
N 0.432 1.440 -0.193 -0.36 0.26 0.03
C -0.419 2.169 0.597 0.10 -0.07 -0.07
C -0.518 3.587 0.487 0.11 -0.16 -0.09
C -1.446 4.330 1.176 0.06 -0.01 -0.16
C -2.339 3.728 2.054 -0.25 0.17 0.25
C -3.413 4.520 2.759 0.06 -0.17 -0.03
C -2.159 2.383 2.312 0.05 -0.07 -0.12
C -1.199 1.595 1.668 0.31 0.16 -0.42
P -0.762 -0.052 2.278 -0.28 -0.14 0.18
C -2.330 -1.002 2.666 0.13 0.11 -0.03
C -1.892 -2.426 3.006 0.00 -0.01 -0.11
C -3.315 -0.520 3.732 0.02 0.09 -0.19
C 0.021 0.307 3.957 0.12 -0.05 -0.37
C 1.509 0.521 3.653 -0.04 -0.09 0.02
C -0.521 1.469 4.781 -0.06 -0.12 0.00
H 6.304 1.558 -2.119 0.03 0.03 -0.05
H 4.847 1.777 -3.092 0.03 -0.01 -0.01
H 5.596 0.171 -2.947 0.00 0.04 -0.06
H 5.059 0.107 -0.538 -0.01 0.02 0.00
H 3.887 2.890 -0.995 -0.03 0.00 0.01
H 5.271 2.484 0.036 0.01 0.01 -0.01
H 3.634 1.941 0.470 0.02 0.08 0.03
H 3.789 -0.801 -3.466 -0.03 -0.01 -0.01
H 1.000 -1.802 -2.693 -0.01 -0.07 -0.07
H 1.917 -2.440 -4.062 0.02 -0.02 0.00
H 1.416 -0.742 -4.038 -0.06 0.00 -0.01
H 3.003 -2.869 -1.352 0.03 -0.03 0.02
H 4.640 -2.223 -1.569 0.02 -0.05 0.02
H 3.898 -3.215 -2.837 0.04 -0.02 0.00
H 2.935 1.329 -4.032 -0.01 -0.04 0.02
H 2.472 2.648 -5.953 0.01 0.00 -0.01
H 1.498 4.096 -5.664 0.03 0.00 -0.09
H 0.743 2.641 -6.318 0.03 0.04 -0.05
H -0.731 3.467 -4.154 -0.02 0.01 0.02
H -1.241 2.764 -1.876 -0.01 0.13 0.08
H 0.179 4.093 -0.168 -0.04 -0.03 -0.14
H -1.487 5.404 1.022 0.02 0.02 0.01
H -3.320 5.582 2.531 -0.03 0.02 0.03
H -3.348 4.393 3.842 -0.04 0.06 0.01
H -4.409 4.194 2.450 -0.03 0.06 0.02
H -2.795 1.926 3.058 0.14 0.06 0.04
H -2.842 -1.023 1.697 0.05 0.02 0.11
H -1.322 -2.444 3.939 -0.02 -0.06 -0.01
H -1.275 -2.843 2.215 0.15 -0.12 -0.07
H -2.764 -3.072 3.127 -0.03 -0.04 0.04
H -2.824 -0.382 4.697 -0.02 -0.02 0.01
H -4.088 -1.283 3.857 -0.04 0.02 0.06
H -3.810 0.407 3.449 -0.03 -0.07 0.10
H -0.095 -0.620 4.529 0.02 -0.01 -0.03
H 1.631 1.337 2.935 0.03 0.02 0.01
H 1.939 -0.377 3.207 0.07 0.04 -0.02
H 2.071 0.771 4.557 -0.02 0.01 0.01
H -0.443 2.406 4.233 0.02 0.04 -0.01
H 0.062 1.562 5.703 -0.01 0.01 0.01
H -1.565 1.321 5.056 -0.01 0.09 0.02
C -3.835 -1.771 -0.594 0.13 0.02 -0.18
C -2.494 -2.435 -0.901 -0.31 -0.11 0.04
O -1.587 -1.756 -1.347 0.07 0.61 -0.20
C -2.335 -3.853 -0.627 0.20 -0.28 0.30
C -3.440 -4.717 -0.673 0.04 -0.02 -0.04
C -3.340 -6.060 -0.396 -0.12 -0.12 0.01
C -2.097 -6.571 0.017 -0.03 0.15 -0.01
C -1.003 -5.756 0.109 0.08 0.01 -0.09
C -1.036 -4.360 -0.245 -0.10 -0.08 0.01
O 0.029 -3.672 -0.162 -0.07 -0.36 0.06
H -3.682 -0.693 -0.563 0.02 0.01 -0.02
H -4.247 -2.119 0.352 -0.07 -0.07 -0.05
H -4.549 -1.990 -1.391 -0.04 -0.04 0.03
H -4.401 -4.324 -0.988 -0.01 0.07 0.04
H -4.199 -6.711 -0.497 -0.01 0.02 0.04
H -2.010 -7.621 0.277 0.02 0.01 -0.03
H -0.041 -6.143 0.421 0.00 0.01 0.02
```
Forces are in eV/Å.

Results
net charge = -1
multiplicity = 2
M = 764.3 g/mol
HOMO energy (spin up / spin down) = -2.734 / -3.595 eV
expectation value of S² = 0.7551
orbital gap (spin up / spin down) = 5.45 / 6.24 eV

Löwdin atomic charge list, values in e, 6 entries: Hg 0.8500; C -0.1271; C -0.5547; C -0.1421; P 0.9981; C -0.5772

3.
Entry from OMol25: C34H48BEuN10O4S3 as an isolated structure in a non-equilibrium geometry (ωB97M-V/def2-TZVPD).

```
101
Properties=species:S:1:pos:R:3:forces:R:3
Eu 12.375 15.348 9.702 1.32 -0.70 -0.67
N 15.111 15.804 9.951 -1.04 -0.30 -0.55
C 15.955 15.654 11.127 0.66 -0.08 0.31
C 15.278 15.967 12.444 -0.44 -0.02 0.82
N 14.036 15.211 12.743 0.45 0.17 -0.42
C 13.212 15.888 13.745 0.25 1.26 -0.58
C 11.723 15.594 13.533 0.16 0.11 0.85
N 11.235 15.870 12.164 -0.05 0.89 -0.32
C 14.242 13.781 13.039 -0.39 0.45 -0.31
C 14.320 12.858 11.804 -0.35 -0.46 0.20
N 13.334 13.094 10.727 -0.28 0.06 0.10
H 15.231 14.993 9.331 -0.03 0.48 -0.09
H 15.337 16.651 9.423 0.11 -0.29 0.04
H 16.814 16.352 11.062 -0.21 -0.45 0.05
H 16.359 14.617 11.197 -0.16 0.78 -0.33
H 15.012 17.035 12.519 0.31 -0.37 -0.25
H 16.051 15.754 13.212 -0.26 0.21 0.02
H 13.394 17.002 13.677 -0.24 -1.08 -0.22
H 13.514 15.661 14.781 -0.23 -0.27 -0.08
H 11.164 16.213 14.275 0.22 -0.66 -0.37
H 11.591 14.526 13.773 -0.39 0.40 -0.25
H 10.927 16.859 12.105 0.43 -0.73 0.12
H 10.387 15.344 11.997 -0.19 -0.33 0.04
H 13.424 13.463 13.703 0.20 -0.02 -0.28
H 15.180 13.624 13.597 -0.10 0.07 0.06
H 14.214 11.829 12.204 0.20 0.32 -0.24
H 15.322 12.936 11.384 -0.15 -0.08 -0.18
H 12.422 12.677 10.932 0.26 -0.14 0.24
H 13.617 12.658 9.823 -0.01 0.47 0.88
C 9.246 15.180 6.873 0.31 -0.61 -0.45
N 9.208 16.279 7.838 0.60 0.63 2.34
C 8.104 17.093 8.105 0.26 -0.09 -0.37
C 8.444 17.990 9.059 0.88 0.52 -0.16
N 9.824 17.737 9.346 -1.51 -1.36 -0.27
C 10.245 16.569 8.757 -1.47 0.30 -2.33
S 9.848 13.571 9.832 0.95 -1.00 -0.34
C 10.739 18.606 9.970 -0.39 1.18 0.22
C 10.308 19.885 10.383 0.37 -0.52 0.50
C 11.233 20.732 11.005 0.85 -0.97 -0.22
C 12.587 20.321 11.053 -0.88 -0.50 -0.67
C 12.902 19.080 10.464 0.60 0.28 0.69
N 12.002 18.187 10.014 -0.03 0.45 0.11
H 8.239 14.897 6.464 0.90 0.53 0.67
H 9.696 14.309 7.379 -0.39 0.25 -0.16
H 9.917 15.431 6.027 -0.54 0.11 0.39
H 7.173 16.979 7.544 0.45 0.06 0.39
H 7.893 18.830 9.511 0.39 -0.79 -0.48
H 9.258 20.168 10.312 0.43 -0.07 -0.04
H 10.897 21.666 11.436 0.11 0.04 -0.09
H 13.402 20.904 11.482 -0.35 -0.06 -0.19
H 13.959 18.803 10.361 -0.55 -0.02 0.20
O 10.433 11.650 7.687 0.04 0.20 0.74
B 10.415 11.989 9.085 1.16 -0.82 -0.04
O 11.090 10.891 9.799 -0.03 0.77 -1.34
C 11.594 10.028 8.807 -1.52 0.86 -0.46
C 12.239 8.827 8.958 0.22 0.03 -0.40
C 12.530 8.045 7.809 -0.87 1.22 0.16
C 12.100 8.493 6.559 -0.20 0.80 0.10
C 11.428 9.740 6.419 -0.17 -0.25 -0.59
C 11.149 10.484 7.538 0.49 -0.28 1.51
H 12.510 8.504 9.946 0.13 -0.21 0.24
H 13.023 7.110 7.970 0.21 -0.39 -0.23
H 12.231 7.942 5.629 0.23 -0.13 0.43
H 11.093 10.080 5.429 0.17 -0.21 0.51
N 12.923 16.435 5.957 -0.38 -1.03 0.39
N 13.043 16.876 7.341 0.55 1.10 0.85
H 12.140 15.776 6.037 0.25 0.10 -0.45
H 13.712 15.786 5.855 -0.18 0.23 -0.07
H 12.284 17.557 7.482 0.56 -0.17 -0.25
H 13.922 17.453 7.330 -0.77 -0.50 0.29
O 16.539 21.403 10.547 0.19 -0.08 0.18
S 16.578 19.974 10.695 -1.70 -0.64 -0.13
O 15.898 19.410 11.859 0.59 0.30 -0.37
N 15.909 19.236 9.346 0.46 0.53 0.42
C 16.838 18.696 8.584 0.10 -0.09 0.08
S 16.545 18.029 7.040 0.28 0.07 0.95
C 18.197 18.691 9.293 0.73 -0.79 -1.81
C 19.372 18.059 8.832 -1.35 0.32 0.10
C 20.460 18.046 9.678 0.57 0.21 -0.04
C 20.460 18.725 10.907 -0.93 -0.29 -0.04
C 19.301 19.373 11.337 0.31 -0.57 -1.00
C 18.202 19.341 10.490 -0.03 0.05 0.55
H 19.320 17.591 7.845 0.25 0.00 0.40
H 21.350 17.515 9.365 0.07 0.04 0.06
H 21.307 18.659 11.569 0.19 0.08 -0.03
H 19.234 19.821 12.292 0.03 0.52 0.80
C 15.975 14.136 5.468 -0.51 0.87 -0.61
C 15.959 13.146 6.635 0.11 -0.41 0.33
C 15.931 11.695 6.121 -0.16 -0.64 -0.38
C 17.217 13.395 7.476 1.05 -0.03 0.64
C 14.723 13.359 7.456 1.12 0.12 -0.74
C 13.688 13.648 8.027 -1.22 1.08 0.51
H 16.834 14.011 4.784 -0.20 -0.18 0.47
H 16.004 15.208 5.815 -0.10 -1.03 -0.18
H 15.063 13.976 4.855 0.41 0.23 0.29
H 16.777 11.435 5.446 -0.37 0.45 0.36
H 14.985 11.516 5.551 0.70 0.03 0.54
H 15.991 10.989 6.976 -0.25 0.36 -0.46
H 18.158 13.327 6.880 -0.76 0.17 0.06
H 17.397 12.672 8.304 -0.58 0.32 -0.44
H 17.183 14.407 7.922 0.06 -0.34 -0.22
```
Forces are in eV/Å.

Results
net charge = 0
multiplicity = 7
M = 919.8 g/mol
HOMO energy (spin up / spin down) = -7.618 / -7.618 eV
expectation value of S² = 12.0154
orbital gap (spin up / spin down) = 5.95 / 7.15 eV

Löwdin atomic charge list, values in e, 6 entries: Eu 1.7702; N -0.0158; C -0.2408; C -0.1897; N -0.1840; C -0.2122